{"formula": "C23H3BF15N6O4", "method": "the ωB97M-V functional and the def2-TZVPD basis", "e_tot_ev": -82460.69588, "total_charge": -1, "lumo_ev": 0.02, "species": ["O", "N", "O", "C", "C", "C", "N", "O", "O", "C", "N", "N", "N", "N", "C", "H", "H", "F", "C", "C", "F", "C", "F", "C", "B", "C", "C", "F", "C", "F", "C", "F", "C", "F", "C", "F", "C", "C", "F", "C", "F", "C", "F", "C", "F", "C", "F", "H", "C", "F", "C", "F"], "positions_angstrom": [[-5.01025, 4.06401, -2.86463], [-3.80334, 4.33554, -2.98824], [-3.36869, 5.49178, -2.78413], [-2.84453, 3.30991, -3.31323], [-1.46505, 3.58209, -3.48512], [-0.55005, 2.54469, -3.59265], [0.83625, 2.67792, -3.33955], [1.38149, 3.79541, -3.27868], [1.41428, 1.60281, -3.00210], [-0.94451, 1.15521, -3.24526], [-2.32904, 0.97896, -3.62368], [-2.93400, -0.25263, -3.59601], [-4.20724, -0.02450, -3.40743], [-4.46742, 1.28328, -3.23236], [-3.28432, 1.93470, -3.38046], [-1.07710, 4.60621, -3.40258], [-0.34130, 0.32082, -3.64232], [6.47010, 0.48068, 0.93893], [5.18186, 0.08362, 0.93521], [4.87553, -1.27001, 0.85288], [5.84886, -2.16290, 0.65382], [3.54592, -1.67827, 0.93735], [3.28162, -3.00172, 0.73133], [2.49271, -0.79562, 1.24815], [1.10456, -1.33252, 1.67790], [0.43390, -2.66432, 1.23432], [-0.15794, -2.96383, -0.00465], [-0.43680, -1.97389, -0.88292], [-0.56576, -4.25756, -0.33781], [-1.03349, -4.53075, -1.57781], [-0.52656, -5.25723, 0.61955], [-0.86074, -6.51641, 0.29236], [-0.15808, -4.94968, 1.93363], [-0.25722, -5.89226, 2.88908], [0.25721, -3.65360, 2.21221], [0.43078, -3.34120, 3.52262], [0.15089, -0.32096, 2.36676], [-1.06842, 0.16698, 1.86931], [-1.38282, 0.04844, 0.55256], [-1.95067, 0.88787, 2.65981], [-3.15426, 1.23706, 2.16588], [-1.58200, 1.26940, 3.93990], [-2.41805, 1.99467, 4.70316], [-0.32605, 0.92821, 4.41621], [0.09912, 1.41921, 5.59830], [0.51056, 0.15868, 3.63179], [1.76809, -0.08222, 4.08636], [-0.92288, 1.11031, -2.18598], [2.84639, 0.57753, 1.19802], [1.90655, 1.55565, 1.30876], [4.16080, 1.00703, 1.04266], [4.43106, 2.31344, 0.94878]], "forces_ev_per_a": [[1.646, -0.064, -0.365], [-0.139, 0.829, 0.463], [-0.206, -1.099, -0.399], [-0.096, 0.272, 0.078], [-0.128, 0.046, 0.498], [0.470, -0.058, -0.023], [0.136, 0.372, 1.155], [-0.300, -1.040, -0.475], [0.021, 1.636, -0.653], [-0.557, -0.872, -1.147], [-1.776, -0.124, 0.303], [-0.765, 1.084, 0.133], [1.601, 0.078, -0.027], [1.042, 0.905, -0.592], [-0.453, -1.725, -0.034], [-0.384, -0.464, -0.188], [-0.365, 0.706, -0.044], [-1.031, -0.267, -0.265], [0.740, -0.240, 0.245], [-0.301, -0.295, -0.181], [-0.112, 0.151, 0.065], [-0.011, -0.426, -0.029], [0.335, 1.136, 0.471], [0.814, -0.122, -0.348], [-0.689, 1.555, -1.589], [-0.767, -1.263, 0.183], [0.053, 0.417, -0.117], [0.860, -0.825, 0.343], [-0.284, 0.221, -0.584], [0.340, 0.211, 0.967], [0.197, -0.356, 0.232], [0.017, 0.611, 0.209], [-0.242, -0.062, -0.400], [0.112, 0.497, -0.358], [-0.110, -0.304, 0.128], [0.515, -0.026, -0.541], [-0.525, 0.880, 0.975], [0.239, -0.177, -0.542], [0.166, -0.394, 1.240], [-0.635, 0.173, -0.422], [0.758, -0.048, 0.353], [-0.357, 0.163, 0.295], [0.474, -0.378, -0.450], [0.310, 0.406, 0.444], [-0.263, -0.353, -0.453], [0.177, -0.055, -0.273], [-0.634, -0.113, -0.002], [0.293, -0.540, 1.416], [-0.543, 0.198, 0.306], [0.934, -1.036, -0.011], [-0.577, 0.601, -0.251], [-0.002, -0.425, 0.260]], "mulliken_charge": [-0.603, 0.894, -0.665, -0.153, -0.157, -0.669, 0.956, -0.676, -0.630, 0.063, 0.543, -0.586, -0.606, -0.325, 0.587, 0.503, 0.420, -0.286, 0.513, 0.116, -0.287, -0.266, -0.297, 0.735, 0.002, 0.417, -0.004, -0.096, 0.070, -0.281, 0.588, -0.306, 0.210, -0.291, 0.093, -0.335, 0.550, -0.143, -0.123, -0.008, -0.285, 0.573, -0.293, 0.257, -0.296, 0.160, -0.365, 0.123, 0.002, -0.301, 0.238, -0.281]}